1.
Here is an isolated molecule of C2H3NO2S from the OMol25 dataset. Energies are from ωB97M-V/def2-TZVPD.

Atoms and positions in Å:
O1 -0.34772 1.27942 -0.58070
C1 0.10222 0.18319 -0.67645
O2 0.23543 -0.56048 -1.82810
C2 0.52654 -0.73235 0.46799
N1 -0.05399 -0.76103 1.63331
S1 -0.89038 0.65480 2.24500
H1 0.22008 0.12094 -2.55578
H2 0.96048 -1.64013 0.10230
H3 -0.75265 1.45563 1.19244

Computed properties:
SMILES	O=C(O)/C=N\S
HOMO energy	-0.346	Eh
HOMO-LUMO gap	9.2	eV

Mulliken population analysis, charges in e, atoms 1 to 6: atom 1 (O): -0.54, atom 2 (C): 0.75, atom 3 (O): -0.45, atom 4 (C): -0.25, atom 5 (N): -0.31, atom 6 (S): -0.10


2.
Here is a structure of composition CH5NOSi from the OMol25 dataset. Energies are from ωB97M-V/def2-TZVPD.

Atoms and positions in Å:
C1 0.76121 -2.85214 -1.28338
N1 0.77119 -2.20633 -0.35447
O1 1.15973 -0.08522 -0.86510
Si1 1.87020 0.85235 0.05942
H1 0.82021 -3.62239 -2.09515
H2 -0.46154 3.64813 -1.52265
H3 0.09355 3.03241 -1.57138
H4 1.31824 1.98392 0.72613
H5 3.27579 0.64059 0.46335

Computed properties:
HOMO energy	-0.371	Eh
HOMO-LUMO gap	9.9	eV

Mulliken population analysis, charges in e, atoms 1 to 6: atom 1 (C): 0.11, atom 2 (N): -0.34, atom 3 (O): -0.28, atom 4 (Si): 0.42, atom 5 (H): 0.25, atom 6 (H): 0.18


3.
Here is a cluster of 2 separate species, C2Cl2NS2 in total from the OMol25 dataset. Energies are from ωB97M-V/def2-TZVPD.

Atoms and positions in Å:
C1 -0.65245 0.99490 -0.77107
C2 2.88520 -0.08414 -0.41398
N1 -1.46634 0.44713 -0.13432
S1 -4.22386 -0.43503 -0.13215
S2 -2.58988 -0.32638 0.83576
Cl1 2.93594 1.06600 0.72302
Cl2 3.11138 -1.66248 -0.10726

Computed properties:
HOMO energy (alpha / beta)	-0.475 / -0.436	Eh
charge	+1
HOMO-LUMO gap (alpha / beta)	4.8 / 3.2	eV

Mulliken population analysis, charges in e, atoms 1 to 6: atom 1 (C): -0.14, atom 2 (C): 0.51, atom 3 (N): -0.03, atom 4 (S): -0.03, atom 5 (S): 0.22, atom 6 (Cl): 0.25


Let's list E_tot in order: -681.39646, -460.46678, -1847.21282 a.u..
Let's list largest force on an atom in order: 2.702, 3.848, 1.874 eV/A.
Let's list energy above the lowest of the compared OMol25 structures with the same formula, charge and spin in order: 165.0, 250.2, 288.1 kJ/mol.